A molecular structure, C54H69N4O6PScSe, computed with ωB97M-V with the def2-TZVPD basis set.

Values from the calculation:
- Net charge: +1
- E_HOMO: -9.8760 eV
- Energy above the lowest of the compared OMol25 structures with the same formula, charge and spin: 0.0 kcal/mol

XYZ file:
```
136
Properties=species:S:1:pos:R:3:forces:R:3:mulliken_charge:R:1
Sc -0.3203 0.2084 -0.1119 -0.211 0.229 -0.023 -0.30
C 6.4978 -1.8362 -2.4069 -0.011 0.009 0.015 -2.16
C 5.3826 -2.1496 -3.4052 0.002 -0.010 -0.011 2.07
C 5.8254 -1.6643 -4.7924 0.007 0.007 -0.005 -1.71
C 5.1777 -3.6717 -3.4370 -0.002 -0.006 -0.012 -1.55
C 4.0650 -1.4823 -3.0167 0.004 -0.028 -0.006 -0.05
C 3.9013 -0.7579 -1.8492 0.048 0.021 0.048 -0.61
C 2.6568 -0.2395 -1.5228 -0.072 -0.012 -0.065 0.64
Se 2.4454 0.7904 0.0812 0.039 0.082 0.033 -0.31
C 2.5134 -0.4290 1.5566 -0.074 -0.040 0.039 0.15
C 3.7314 -0.9367 1.9921 0.007 0.041 -0.039 -0.80
C 3.7892 -1.6979 3.1434 0.019 -0.056 0.018 0.08
C 2.6082 -1.8231 3.8829 0.037 -0.057 0.022 -0.63
C 1.3832 -1.2897 3.5098 -0.073 0.187 -0.076 -0.29
C 1.3182 -0.6290 2.2576 0.181 -0.093 0.060 0.48
O 0.1649 -0.1814 1.7363 -0.018 -0.197 0.107 0.49
C 0.1971 -1.2791 4.4839 -0.010 -0.038 0.071 2.30
C -0.1477 0.1869 4.8008 -0.034 -0.034 -0.056 -1.60
C 0.5449 -1.9690 5.8060 0.000 -0.020 0.015 -2.33
C -1.0403 -1.9811 3.9139 0.046 0.003 0.000 -1.54
C 5.0722 -2.3635 3.6386 0.010 -0.008 0.014 2.05
C 4.8592 -3.8839 3.6818 -0.001 0.003 0.013 -1.54
C 6.2588 -2.0725 2.7190 -0.024 0.012 -0.026 -2.20
C 5.4158 -1.8550 5.0461 -0.013 0.005 0.001 -1.78
C 1.5289 -0.3874 -2.3493 0.114 -0.099 -0.030 0.30
O 0.3483 0.0772 -1.9275 0.073 -0.054 -0.179 -0.21
C 1.6912 -1.0727 -3.5757 0.018 0.071 0.074 0.22
C 2.9481 -1.6044 -3.8446 0.021 -0.005 -0.058 -0.74
C 0.5425 -1.3881 -4.5448 -0.028 -0.061 -0.014 2.47
C 1.0571 -1.4715 -5.9906 0.017 -0.034 -0.020 -1.99
C -0.5940 -0.3547 -4.5461 0.076 0.034 -0.012 -1.78
C -0.0228 -2.7574 -4.1341 -0.034 0.046 0.034 -1.16
H 7.4239 -2.3112 -2.7349 -0.016 0.002 0.009 0.47
H 6.2658 -2.2191 -1.4092 0.006 0.020 -0.021 0.34
H 6.6832 -0.7619 -2.3333 0.000 -0.032 0.000 0.39
H 6.7760 -2.1279 -5.0665 -0.028 0.010 0.003 0.48
H 5.9585 -0.5803 -4.7988 0.002 -0.026 -0.002 0.37
H 5.0968 -1.9196 -5.5637 0.018 0.011 0.017 0.30
H 6.1103 -4.1747 -3.7040 -0.028 0.009 0.004 0.49
H 4.4189 -3.9595 -4.1681 0.021 0.010 0.023 0.29
H 4.8606 -4.0373 -2.4565 0.012 0.006 -0.023 0.20
H 4.7298 -0.5949 -1.1725 -0.026 0.005 -0.016 0.41
H 4.6225 -0.7256 1.4157 -0.024 -0.009 0.000 0.42
H 2.6645 -2.3565 4.8225 0.012 0.033 -0.050 0.44
H 0.7135 0.6973 5.2367 -0.011 -0.002 -0.014 0.33
H -0.9683 0.2282 5.5219 0.015 0.000 -0.014 0.46
H -0.4500 0.7215 3.8997 0.009 0.005 0.025 0.13
H 1.3498 -1.4520 6.3330 -0.012 -0.038 -0.008 0.40
H 0.8360 -3.0122 5.6584 -0.031 0.035 0.016 0.42
H -0.3340 -1.9631 6.4534 0.015 0.028 -0.005 0.45
H -1.3390 -1.5269 2.9741 -0.027 -0.009 0.011 -0.09
H -1.8675 -1.9054 4.6255 0.030 0.001 -0.004 0.63
H -0.8407 -3.0397 3.7339 -0.006 0.021 -0.010 0.31
H 4.6472 -4.2718 2.6822 0.001 -0.002 0.023 0.27
H 4.0255 -4.1533 4.3331 0.020 0.003 -0.011 0.30
H 5.7559 -4.3812 4.0592 -0.018 0.007 -0.013 0.47
H 6.0831 -2.4445 1.7057 0.006 0.020 0.022 0.39
H 7.1491 -2.5714 3.1044 -0.006 0.000 -0.003 0.47
H 6.4750 -1.0030 2.6646 0.003 -0.022 -0.002 0.39
H 4.6453 -2.1206 5.7722 0.013 0.016 -0.018 0.31
H 5.5233 -0.7683 5.0484 0.007 -0.021 0.004 0.38
H 6.3568 -2.2936 5.3859 -0.023 0.001 -0.005 0.48
H 3.0704 -2.1645 -4.7631 0.004 0.037 0.069 0.24
H 1.5954 -0.5622 -6.2685 -0.023 -0.032 -0.004 0.40
H 0.2102 -1.5861 -6.6692 0.012 -0.004 0.011 0.49
H 1.7143 -2.3259 -6.1593 -0.035 0.040 -0.003 0.39
H -0.2121 0.6555 -4.7120 -0.005 -0.021 0.010 0.41
H -1.1473 -0.3530 -3.6133 -0.013 0.014 0.041 -0.09
H -1.2834 -0.5920 -5.3598 0.021 0.004 0.010 0.52
H 0.7447 -3.5315 -4.2133 -0.011 0.014 -0.005 0.21
H -0.8629 -3.0391 -4.7761 0.019 0.010 0.019 0.57
H -0.3718 -2.7286 -3.0981 0.000 -0.019 -0.031 -0.31
C -8.3703 11.6633 0.1909 -0.008 -0.013 0.001 -0.85
O -8.7845 10.3331 0.4755 -0.014 0.085 -0.004 -0.46
C -7.8632 9.3541 0.3987 0.041 -0.056 -0.001 0.93
C -6.5282 9.5518 0.0542 0.011 0.049 -0.008 -0.39
C -5.6642 8.4711 0.0077 0.050 -0.071 0.003 -0.85
C -6.1041 7.1848 0.3007 -0.080 0.044 0.005 0.20
C -7.4489 6.9991 0.6376 0.045 -0.005 -0.010 -0.55
C -8.3176 8.0653 0.6884 -0.051 0.000 0.012 -0.70
C -5.1576 6.0740 0.2456 0.077 -0.120 0.010 0.32
N -3.9454 6.1242 -0.2610 0.048 0.101 -0.047 -0.84
C -3.4253 4.8737 -0.0920 -0.187 -0.122 0.126 0.93
C -4.3337 4.0402 0.5293 0.173 0.184 -0.131 0.14
N -5.4382 4.8248 0.7403 -0.142 0.039 0.033 -0.09
C -4.0532 2.6819 0.8437 0.035 -0.108 0.039 0.13
C -4.9074 1.8018 1.5247 0.029 -0.017 0.009 -0.52
C -4.4834 0.5244 1.7944 -0.078 0.038 0.016 -1.79
C -3.2302 0.1192 1.3383 0.086 0.038 0.084 -0.28
N -2.4179 0.9167 0.6638 -0.021 -0.083 0.099 0.97
C -2.7892 2.1962 0.4537 -0.082 0.040 -0.021 0.05
C -1.8110 3.0670 -0.1640 0.033 0.132 0.045 0.33
N -0.5873 2.5408 -0.4075 -0.093 -0.143 -0.176 0.53
C 0.3242 3.3207 -0.9622 0.007 -0.027 -0.062 -0.18
C 0.0936 4.6586 -1.2908 -0.054 0.083 0.004 -1.41
C -1.1341 5.2104 -1.0274 0.054 -0.026 -0.016 -0.46
C -2.1212 4.4046 -0.4438 0.051 -0.084 -0.013 -0.10
H -9.2523 12.2832 0.3132 -0.015 -0.004 0.002 0.24
H -8.0042 11.7522 -0.8340 -0.004 -0.017 -0.003 0.35
H -7.5966 11.9936 0.8871 0.000 -0.017 0.010 0.35
H -6.1539 10.5385 -0.1754 0.000 -0.016 0.001 0.41
H -4.6257 8.6197 -0.2571 -0.017 -0.001 0.004 0.44
H -7.8415 6.0101 0.8467 0.005 0.015 -0.003 0.25
H -9.3604 7.9303 0.9436 0.026 -0.001 -0.006 0.43
H -6.2912 4.5628 1.2013 0.006 -0.002 0.010 0.20
H -5.8858 2.1319 1.8520 0.014 -0.006 -0.001 0.47
H -5.1029 -0.1700 2.3439 0.005 0.005 -0.006 0.54
H -2.8727 -0.8826 1.5345 0.009 -0.008 -0.002 0.53
H 1.2871 2.8753 -1.1616 0.013 -0.029 -0.022 0.46
H 0.8892 5.2354 -1.7404 -0.011 0.003 0.002 0.47
H -1.3620 6.2445 -1.2516 0.005 -0.018 0.003 0.61
C -0.4863 -6.5968 -0.2441 0.025 0.013 -0.002 -1.16
C -1.4001 -5.5069 0.2625 0.009 0.003 0.002 -0.30
O -1.0849 -4.2665 -0.4119 0.037 0.017 -0.022 0.05
P -0.7507 -2.9420 0.4500 -0.145 -0.090 -0.298 0.02
O 0.6669 -2.4531 -0.1577 0.004 -0.051 0.045 -0.20
C 1.6134 -3.3556 -0.8023 0.072 -0.032 0.150 0.69
C 2.5228 -3.9821 0.2300 -0.039 0.012 0.015 -1.06
O -1.5771 -1.7993 -0.5077 0.069 0.170 0.222 0.68
C -2.9641 -2.0564 -0.8453 -0.010 0.009 -0.021 -0.93
C -3.1107 -2.6750 -2.2159 0.045 0.006 -0.008 -1.20
H -0.7579 -7.5519 0.2077 0.004 0.026 0.000 0.45
H 0.5528 -6.3801 0.0088 -0.018 -0.018 -0.019 0.19
H -0.5718 -6.6921 -1.3270 0.010 -0.004 0.020 0.28
H -1.2973 -5.3706 1.3425 -0.013 0.009 0.001 0.34
H -2.4438 -5.7339 0.0447 -0.015 0.007 -0.012 0.29
H 2.1673 -2.7467 -1.5073 0.031 0.048 -0.031 -0.81
H 1.0547 -4.1049 -1.3576 -0.050 -0.009 -0.027 0.44
H 3.1221 -3.2203 0.7285 -0.015 -0.006 0.025 -0.26
H 3.1906 -4.6988 -0.2525 0.007 0.018 -0.012 0.64
H 1.9469 -4.5139 0.9929 0.024 -0.007 -0.017 0.40
H -3.4733 -1.0955 -0.8155 -0.020 0.010 0.015 0.44
H -3.4052 -2.6921 -0.0709 0.006 -0.017 -0.001 0.45
H -2.6967 -2.0136 -2.9766 -0.001 -0.025 -0.001 0.18
H -4.1717 -2.8208 -2.4287 0.010 0.007 0.012 0.50
H -2.6037 -3.6359 -2.2728 -0.005 0.015 -0.012 0.19
```
Forces are in eV/Å.